{"formula": "C19H13N3O5", "method": "ωB97M-V/def2-TZVPD", "smiles": "CC(=O)N1C(=O)[C@@]2(C(C#N)=C(N)Oc3cc(C)oc(=O)c32)c2ccccc21", "total_charge": 0, "homo_lumo_gap_ev": 8.5516, "e_lumo_ha": -0.003, "spin_multiplicity": 1, "species": ["C", "C", "O", "N", "C", "O", "C", "C", "C", "C", "C", "O", "C", "O", "C", "H", "H", "H", "H", "O", "C", "C", "C", "N", "N", "H", "H", "C", "C", "C", "C", "C", "C", "H", "H", "H", "H", "H", "H", "H"], "coordinates": [[4.066, -1.253, -0.364], [2.840, -2.122, -0.314], [2.768, -3.218, -0.790], [1.710, -1.514, 0.282], [0.462, -1.634, -0.303], [0.144, -2.367, -1.196], [-0.469, -0.578, 0.344], [-0.882, 0.376, -0.743], [-2.169, 0.464, -1.182], [-2.504, 1.346, -2.248], [-1.515, 2.068, -2.823], [-0.245, 1.977, -2.411], [0.157, 1.141, -1.393], [1.334, 1.105, -1.127], [-1.704, 3.019, -3.955], [-2.753, 3.096, -4.221], [-1.321, 4.000, -3.680], [-1.134, 2.677, -4.818], [-3.524, 1.409, -2.579], [-3.196, -0.252, -0.658], [-2.933, -1.061, 0.410], [-1.697, -1.234, 0.933], [-1.508, -2.068, 2.043], [-1.355, -2.746, 2.958], [-4.075, -1.596, 0.925], [-4.883, -1.594, 0.325], [-3.974, -2.369, 1.562], [0.423, 0.030, 1.386], [0.131, 0.977, 2.340], [1.125, 1.335, 3.240], [2.369, 0.732, 3.183], [2.667, -0.225, 2.222], [1.687, -0.556, 1.307], [3.635, -0.698, 2.218], [3.126, 1.004, 3.902], [0.921, 2.078, 3.996], [-0.852, 1.424, 2.390], [4.737, -1.500, 0.456], [3.801, -0.200, -0.325], [4.590, -1.473, -1.292]]}

=====

{"formula": "C19H14BrClMnN3O2", "method": "ωB97M-V/def2-TZVPD", "total_charge": 1, "homo_lumo_gap_ev": [8.6336, 8.6055], "e_lumo_ha": [-0.123, -0.127], "e_above_lowest_ev": 0.438, "s2": 8.75, "spin_multiplicity": 6, "species": ["Mn", "C", "C", "N", "C", "C", "C", "C", "C", "C", "C", "C", "C", "N", "C", "H", "H", "H", "H", "H", "H", "H", "H", "Br", "C", "C", "C", "C", "C", "N", "H", "H", "H", "H", "Cl", "C", "C", "O", "O", "H", "H"], "coordinates": [[-0.414, -0.208, -1.088], [3.914, -0.839, -1.586], [2.540, -0.937, -1.816], [1.643, -0.902, -0.842], [2.077, -0.764, 0.437], [3.450, -0.703, 0.765], [4.377, -0.738, -0.295], [3.834, -0.620, 2.135], [2.909, -0.611, 3.126], [1.516, -0.636, 2.834], [0.519, -0.578, 3.824], [-0.804, -0.573, 3.450], [-1.123, -0.593, 2.091], [-0.210, -0.646, 1.138], [1.097, -0.687, 1.485], [4.594, -0.858, -2.422], [2.153, -1.055, -2.822], [5.435, -0.700, -0.084], [4.887, -0.566, 2.366], [3.215, -0.566, 4.159], [0.797, -0.533, 4.867], [-1.594, -0.542, 4.182], [-2.158, -0.566, 1.772], [-1.764, -2.939, -1.014], [-3.046, -1.524, -1.230], [-4.376, -1.673, -0.903], [-5.204, -0.574, -1.096], [-4.663, 0.599, -1.605], [-3.314, 0.640, -1.916], [-2.501, -0.405, -1.716], [-4.745, -2.609, -0.517], [-6.258, -0.650, -0.871], [-5.282, 1.468, -1.770], [-2.859, 1.519, -2.354], [-1.116, 4.369, -2.463], [0.437, 3.685, -1.914], [0.140, 2.230, -1.608], [0.309, 1.357, -2.488], [-0.315, 1.921, -0.474], [0.750, 4.216, -1.016], [1.155, 3.792, -2.725]]}

=====

{"formula": "C19H14BrNO4S", "method": "ωB97M-V/def2-TZVPD", "smiles": "O=C(O)CC/C(=C\\c1cc2c(cc1Br)OCO2)c1nc2ccccc2s1", "total_charge": 0, "homo_lumo_gap_ev": 8.0524, "e_lumo_ha": -0.002, "spin_multiplicity": 1, "species": ["O", "C", "O", "H", "C", "H", "C", "C", "C", "C", "C", "C", "C", "C", "C", "H", "O", "C", "O", "H", "H", "H", "Br", "H", "C", "N", "C", "C", "C", "C", "C", "C", "S", "H", "H", "H", "H", "H", "H", "H"], "coordinates": [[-2.824, -0.236, 1.917], [-2.275, -1.304, 1.955], [-2.236, -2.061, 3.055], [-2.629, -1.587, 3.805], [-1.576, -1.974, 0.796], [-1.825, -3.035, 0.815], [-0.047, -1.820, 0.906], [0.335, -0.374, 0.748], [0.740, 0.181, -0.405], [1.008, -0.521, -1.658], [0.404, -0.107, -2.843], [0.640, -0.714, -4.075], [1.530, -1.759, -4.082], [2.164, -2.184, -2.910], [1.922, -1.587, -1.700], [2.441, -1.900, -0.810], [3.003, -3.221, -3.202], [2.882, -3.440, -4.592], [1.955, -2.520, -5.131], [2.531, -4.467, -4.775], [3.862, -3.300, -5.074], [0.152, -0.377, -4.973], [-0.841, 1.330, -2.796], [0.874, 1.256, -0.443], [0.136, 0.441, 1.924], [-0.072, -0.048, 3.095], [-0.256, 0.911, 4.038], [-0.513, 0.690, 5.389], [-0.685, 1.777, 6.218], [-0.604, 3.079, 5.725], [-0.349, 3.323, 4.390], [-0.177, 2.236, 3.549], [0.146, 2.211, 1.847], [-0.287, 4.329, 4.006], [-0.745, 3.911, 6.398], [-0.886, 1.621, 7.268], [-0.568, -0.322, 5.759], [0.275, -2.176, 1.885], [0.412, -2.425, 0.126], [-1.928, -1.525, -0.133]]}

=====

{"formula": "C19H14Cl2N4O3Pt", "method": "ωB97M-V/def2-TZVPD", "total_charge": 0, "homo_lumo_gap_ev": 7.0070, "e_lumo_ha": -0.014, "e_above_lowest_ev": 0.000, "spin_multiplicity": 1, "species": ["Pt", "Cl", "C", "C", "C", "N", "C", "O", "C", "C", "C", "C", "C", "N", "C", "C", "C", "Cl", "N", "C", "O", "C", "C", "C", "C", "C", "N", "H", "H", "H", "H", "H", "H", "H", "H", "H", "H", "C", "O", "H", "H", "H", "H"], "coordinates": [[0.014, -0.018, -0.337], [2.630, 0.203, -6.651], [1.759, -0.307, -5.245], [1.831, 0.481, -4.103], [1.143, 0.099, -2.962], [1.136, 0.806, -1.742], [1.834, 1.923, -1.502], [2.601, 2.529, -2.238], [1.540, 2.445, -0.121], [2.127, 3.628, 0.281], [1.846, 4.130, 1.540], [0.962, 3.423, 2.337], [0.411, 2.248, 1.859], [0.700, 1.738, 0.660], [0.379, -1.084, -2.965], [0.317, -1.864, -4.109], [1.008, -1.471, -5.247], [0.907, -2.471, -6.657], [-0.272, -1.372, -1.748], [-1.005, -2.468, -1.514], [-1.245, -3.411, -2.256], [-1.596, -2.425, -0.130], [-2.448, -3.438, 0.261], [-3.006, -3.403, 1.527], [-2.682, -2.338, 2.349], [-1.819, -1.361, 1.884], [-1.267, -1.391, 0.670], [2.419, 1.383, -4.110], [2.787, 4.115, -0.423], [2.291, 5.054, 1.883], [0.683, 3.768, 3.322], [-0.306, 1.701, 2.443], [-0.262, -2.772, -4.119], [-2.642, -4.223, -0.456], [-3.680, -4.181, 1.860], [-3.088, -2.244, 3.346], [-1.562, -0.519, 2.499], [-0.965, 0.627, 5.257], [-0.542, 0.376, 3.916], [-0.488, 1.522, 5.663], [-0.753, -0.220, 5.911], [-2.040, 0.787, 5.228], [0.343, -0.003, 3.938]]}

=====

{"formula": "C19H14Cl3NS2SiTc", "method": "ωB97M-V/def2-TZVPD", "total_charge": 0, "homo_lumo_gap_ev": [7.2192, 6.6199], "e_lumo_ha": [-0.025, -0.067], "s2": 3.80, "spin_multiplicity": 4, "species": ["Tc", "S", "C", "C", "C", "C", "C", "C", "S", "H", "H", "H", "H", "Cl", "Si", "Cl", "Cl", "N", "C", "C", "C", "C", "C", "C", "C", "C", "C", "C", "C", "C", "C", "H", "H", "H", "H", "H", "H", "H", "H", "H", "H"], "coordinates": [[-1.477, 0.007, 0.076], [-3.771, 0.315, -0.149], [-4.382, 0.163, 1.498], [-5.759, 0.156, 1.723], [-6.254, 0.037, 3.009], [-5.380, -0.081, 4.086], [-4.014, -0.080, 3.871], [-3.511, 0.046, 2.577], [-1.761, 0.055, 2.329], [-6.432, 0.244, 0.880], [-7.324, 0.033, 3.174], [-5.767, -0.179, 5.092], [-3.327, -0.178, 4.703], [0.356, -3.203, -0.237], [-1.502, -2.343, -0.452], [-2.813, -3.407, 0.705], [-2.024, -2.600, -2.428], [0.251, 0.208, -0.514], [1.464, 0.343, -0.889], [1.778, 0.474, -2.337], [0.979, -0.171, -3.278], [1.245, -0.033, -4.630], [2.303, 0.765, -5.050], [3.098, 1.417, -4.119], [2.843, 1.265, -2.764], [2.543, 0.357, 0.131], [2.289, 0.882, 1.395], [3.271, 0.852, 2.371], [4.506, 0.279, 2.095], [4.761, -0.258, 0.840], [3.785, -0.213, -0.144], [0.157, -0.791, -2.946], [0.627, -0.547, -5.354], [2.507, 0.876, -6.108], [3.916, 2.045, -4.446], [3.458, 1.778, -2.035], [1.322, 1.320, 1.608], [3.072, 1.272, 3.348], [5.272, 0.250, 2.860], [5.718, -0.715, 0.627], [3.978, -0.641, -1.119]]}

=====

{"formula": "C19H14ClN3O", "method": "ωB97M-V/def2-TZVPD", "smiles": "Cc1cccc(/N=C(\\NC#N)c2ccc(-c3ccc(Cl)cc3)o2)c1", "total_charge": 0, "homo_lumo_gap_ev": 7.8719, "e_lumo_ha": -0.011, "e_above_lowest_ev": 1.869, "spin_multiplicity": 1, "species": ["N", "Cl", "C", "N", "O", "C", "C", "C", "C", "C", "C", "C", "C", "C", "C", "C", "C", "C", "C", "C", "C", "C", "N", "C", "H", "H", "H", "H", "H", "H", "H", "H", "H", "H", "H", "H", "H", "H"], "coordinates": [[0.267, -3.618, -1.607], [-3.698, 1.857, 7.306], [-0.018, -2.557, -1.195], [0.633, 0.332, -2.051], [-1.169, 0.575, 0.971], [-0.993, 2.307, -0.458], [-1.541, 2.863, 0.779], [-0.721, 0.975, -0.252], [-1.703, 1.755, 1.514], [-0.105, -0.052, -1.050], [2.388, -1.118, -4.891], [-3.651, 2.686, 4.664], [-2.380, 0.772, 5.107], [1.378, -0.391, -4.197], [-3.228, 2.560, 3.320], [-2.013, 0.643, 3.767], [3.306, -2.061, -4.306], [2.443, -1.316, -2.189], [-3.187, 1.749, 5.582], [1.395, -0.525, -2.851], [-2.333, 1.664, 2.867], [3.317, -2.131, -2.923], [-0.470, -1.411, -0.702], [4.308, -2.930, -2.045], [-0.802, 2.814, -1.395], [-1.776, 3.848, 1.093], [2.311, -1.236, -5.923], [-4.528, 3.141, 4.899], [-2.024, 0.167, 5.958], [0.584, 0.200, -4.602], [-3.713, 3.230, 2.693], [-1.472, -0.251, 3.424], [4.120, -2.426, -4.922], [2.538, -1.370, -1.075], [-1.139, -1.422, 0.040], [4.970, -2.225, -1.529], [4.898, -3.644, -2.557], [3.809, -3.456, -1.264]]}

=====

{"formula": "C19H14F2N2O2", "method": "ωB97M-V/def2-TZVPD", "total_charge": 0, "homo_lumo_gap_ev": 2.3630, "e_lumo_ha": -0.139, "e_above_lowest_ev": 0.033, "spin_multiplicity": 1, "species": ["F", "C", "C", "C", "C", "C", "C", "C", "C", "C", "C", "C", "F", "C", "C", "C", "C", "H", "H", "H", "H", "H", "H", "H", "H", "H", "H", "H", "N", "C", "O", "N", "C", "O", "C", "C", "H", "H", "H"], "coordinates": [[-3.137, 4.229, -1.237], [-3.151, 2.874, -1.230], [-4.347, 2.181, -1.235], [-4.354, 0.800, -1.206], [-3.172, 0.099, -1.160], [-1.940, 0.774, -1.149], [-0.705, 0.056, -1.103], [0.523, 0.676, -1.192], [1.748, 0.049, -1.168], [2.997, 0.745, -1.210], [3.051, 2.147, -1.221], [4.250, 2.820, -1.226], [4.265, 4.175, -1.215], [5.434, 2.101, -1.228], [5.413, 0.720, -1.228], [4.216, 0.046, -1.221], [-1.967, 2.178, -1.196], [-5.262, 2.742, -1.256], [-5.292, 0.273, -1.225], [-3.180, -0.977, -1.155], [-0.736, -1.015, -1.002], [0.519, 1.739, -1.330], [1.766, -1.025, -1.125], [2.151, 2.731, -1.218], [6.361, 2.644, -1.225], [6.343, 0.175, -1.231], [4.206, -1.030, -1.226], [-1.061, 2.751, -1.204], [-1.155, -2.258, 1.785], [-1.230, -3.614, 1.624], [-1.146, -4.118, 0.515], [-1.404, -4.431, 2.723], [-1.509, -3.957, 4.009], [-1.662, -4.696, 4.972], [-1.427, -2.546, 4.144], [-1.255, -1.796, 3.023], [-1.456, -5.427, 2.581], [-1.502, -2.115, 5.129], [-1.191, -0.722, 3.118]]}

=====

{"formula": "C19H14F3N5S2Ti", "method": "ωB97M-V/def2-TZVPD", "total_charge": 1, "homo_lumo_gap_ev": [5.7503, 6.3209], "e_lumo_ha": [-0.182, -0.177], "s2": 0.99, "spin_multiplicity": 2, "species": ["Ti", "S", "C", "N", "N", "C", "C", "C", "C", "C", "C", "N", "N", "C", "C", "C", "C", "C", "C", "H", "H", "H", "H", "H", "H", "H", "H", "H", "H", "H", "F", "C", "F", "F", "C", "C", "C", "C", "N", "C", "S", "H", "H", "H"], "coordinates": [[1.659, 0.946, -0.623], [0.401, 0.530, 1.255], [0.058, -1.194, 0.669], [-0.749, -1.965, 1.332], [-1.285, -1.617, 2.454], [-2.287, -2.353, 3.041], [-2.718, -3.545, 2.447], [-3.794, -4.215, 2.985], [-4.445, -3.708, 4.103], [-3.997, -2.541, 4.711], [-2.915, -1.861, 4.191], [0.615, -1.633, -0.432], [1.315, -0.769, -1.143], [2.015, -1.244, -2.253], [2.273, -2.600, -2.456], [2.967, -2.997, -3.582], [3.404, -2.057, -4.505], [3.159, -0.704, -4.301], [2.464, -0.287, -3.181], [-1.028, -0.717, 2.881], [-2.211, -3.896, 1.562], [-4.142, -5.127, 2.524], [-5.308, -4.223, 4.495], [-4.508, -2.161, 5.582], [-2.567, -0.942, 4.641], [1.915, -3.308, -1.723], [3.164, -4.045, -3.744], [3.924, -2.374, -5.395], [3.492, 0.019, -5.032], [2.211, 0.783, -3.047], [2.883, 5.880, -0.211], [1.758, 5.554, 0.424], [1.136, 6.688, 0.740], [2.110, 4.961, 1.578], [0.875, 4.622, -0.371], [-0.448, 4.909, -0.642], [-1.249, 3.942, -1.258], [-0.709, 2.704, -1.524], [0.578, 2.420, -1.268], [1.401, 3.360, -0.708], [3.024, 2.863, -0.412], [-0.865, 5.863, -0.360], [-2.280, 4.148, -1.492], [-1.297, 1.890, -1.955]]}

=====

The evaluated calculated total energy for the records listed, in turn: -1272.34667 -5232.32883 -4060.36724 -2216.96348 -3334.60500 -1432.02991 -1192.06353 -2951.42926 hartree.